[1]
C27H57ClO25P3 | the ωB97M-V functional and the def2-TZVPD basis

Structure (XYZ):
```
113
Properties=species:S:1:pos:R:3:mulliken_charge:R:1
Cl -14.004 19.405 -22.405 1.402
O -12.632 19.218 -22.006 -0.516
O -14.715 20.625 -22.058 -0.648
O -13.928 19.143 -23.835 -0.567
O -14.735 18.299 -21.816 -0.670
C -17.064 20.275 -24.476 0.155
C -16.491 20.043 -25.908 0.394
O -17.556 19.497 -26.686 -0.356
C -18.706 19.708 -26.014 0.593
O -19.808 19.386 -26.342 -0.570
O -18.437 20.336 -24.875 -0.414
H -16.726 21.207 -24.033 0.133
H -16.990 19.421 -23.805 -0.051
H -15.756 19.267 -25.687 -0.130
H -16.010 20.948 -26.270 0.191
C -9.759 20.607 -20.352 0.187
C -8.856 19.950 -21.420 0.033
O -8.418 18.781 -20.698 -0.432
C -8.807 18.813 -19.443 0.757
O -8.239 18.287 -18.526 -0.596
O -9.873 19.638 -19.287 -0.350
H -10.690 20.882 -20.845 -0.133
H -9.377 21.559 -19.984 0.216
H -7.954 20.516 -21.643 0.290
H -9.382 19.595 -22.302 0.022
C -13.248 23.246 -24.606 -0.195
C -12.317 21.997 -24.704 0.706
O -11.717 22.031 -23.454 -0.281
C -12.162 22.969 -22.611 0.636
O -11.894 23.053 -21.462 -0.506
O -12.971 23.809 -23.325 -0.408
H -14.259 22.863 -24.449 0.051
H -13.190 23.905 -25.468 0.326
H -11.695 22.088 -25.593 0.419
H -13.036 21.192 -24.843 -0.681
C -17.076 16.112 -23.136 -1.023
C -16.027 15.563 -24.165 0.211
O -16.493 14.411 -24.861 -0.284
P -15.435 13.709 -25.863 0.450
O -14.310 13.011 -25.270 -0.678
O -16.319 12.651 -26.724 -0.337
C -17.066 11.650 -26.056 -0.528
C -18.534 11.760 -26.502 -1.082
O -15.028 14.880 -26.875 0.424
C -15.059 14.651 -28.266 -0.322
C -14.938 15.922 -29.085 -1.018
H -16.680 17.011 -22.658 0.043
H -17.943 16.571 -23.613 0.351
H -17.295 15.357 -22.387 0.375
H -15.789 16.311 -24.931 -0.046
H -15.024 15.456 -23.743 0.370
H -16.635 10.719 -26.426 0.420
H -17.193 11.521 -24.979 0.360
H -18.815 11.109 -27.330 0.291
H -19.264 11.746 -25.691 0.322
H -18.740 12.761 -26.893 0.339
H -14.198 14.060 -28.597 0.307
H -15.913 14.128 -28.700 0.346
H -13.915 16.300 -29.078 0.071
H -15.144 15.618 -30.113 0.422
H -15.647 16.679 -28.752 0.300
C -15.816 18.238 -13.942 -0.846
C -15.670 18.926 -15.267 -0.204
O -16.896 19.364 -15.893 -0.305
P -18.002 18.471 -16.610 0.913
O -19.258 19.182 -16.878 -0.732
O -17.254 17.928 -17.872 -0.256
C -16.665 18.778 -18.884 -0.098
C -17.641 19.824 -19.447 -1.000
O -18.223 17.215 -15.644 -0.254
C -19.498 16.636 -15.395 -0.386
C -20.296 17.310 -14.261 -1.014
H -16.688 17.587 -13.876 0.144
H -14.997 17.554 -13.714 0.333
H -15.896 18.936 -13.109 0.292
H -15.242 19.910 -15.070 0.270
H -15.144 18.398 -16.064 0.267
H -15.708 19.179 -18.547 0.182
H -16.335 18.068 -19.642 0.149
H -18.629 19.420 -19.665 0.303
H -17.821 20.663 -18.777 0.366
H -17.221 20.179 -20.390 0.258
H -20.145 16.619 -16.272 0.323
H -19.181 15.620 -15.158 0.338
H -20.328 18.376 -14.503 0.282
H -21.356 17.064 -14.220 0.381
H -19.798 17.155 -13.305 0.265
C -7.901 14.625 -28.596 -1.216
C -9.157 15.428 -28.269 -0.038
O -10.126 14.745 -27.506 -0.453
P -11.096 15.449 -26.397 1.043
O -11.976 14.436 -25.801 -0.643
O -11.736 16.546 -27.341 -0.356
C -12.520 17.609 -26.745 -0.011
C -11.774 18.908 -26.485 -1.008
O -9.942 16.066 -25.449 -0.270
C -10.337 16.200 -24.065 0.323
C -9.079 16.496 -23.247 -1.269
H -7.981 14.044 -29.515 0.310
H -7.067 15.299 -28.781 0.346
H -7.769 13.928 -27.768 0.314
H -8.864 16.349 -27.758 0.226
H -9.692 15.728 -29.177 0.214
H -13.189 17.758 -27.594 0.242
H -13.150 17.306 -25.909 0.248
H -10.979 18.940 -25.734 0.255
H -11.184 19.288 -27.325 0.455
H -12.468 19.704 -26.224 0.031
H -10.944 17.109 -24.035 -0.031
H -10.757 15.245 -23.756 0.345
H -8.378 17.089 -23.839 0.321
H -9.329 17.119 -22.388 0.175
H -8.572 15.577 -22.957 0.388
```

Output
* frontier orbital gap: 0.3458 Eh
* net charge: -1
* HOMO level: -0.2708 Ha
* relative energy (zero: lowest compared OMol25 entry of this formula, charge and spin): 334.97 kJ/mol
* 2S+1: 1
* lowest unoccupied orbital energy: 2.0404 eV

[2]
C27H57N3O5P | the ωB97M-V functional and the def2-TZVPD basis

Structure (XYZ):
```
93
Properties=species:S:1:pos:R:3:lowdin_spin:R:1
C 6.306 -2.255 -0.718 0.007
C 5.187 -1.300 -1.515 0.024
C 5.732 -1.232 -3.083 0.015
C 3.747 -2.084 -1.499 0.000
C 2.699 -1.595 -0.337 0.001
C 1.278 -2.409 -0.397 0.000
C 0.212 -1.874 -1.521 0.000
N -0.653 -0.812 -0.810 0.000
P 3.504 -2.083 1.369 0.001
N 4.265 -0.848 2.089 0.007
C 2.573 0.038 -0.390 -0.002
C 3.917 0.810 -0.966 0.024
C 4.085 2.167 -0.003 0.001
C 3.630 1.370 -2.479 0.019
N 5.203 0.032 -0.801 0.336
O 6.264 0.799 -1.171 0.560
H 6.133 -3.401 -0.894 0.000
H 7.355 -1.956 -1.173 0.000
H 6.352 -1.965 0.439 0.000
H 6.801 -0.768 -3.189 0.002
H 4.921 -0.769 -3.796 0.001
H 5.839 -2.372 -3.420 0.000
H 3.949 -3.243 -1.299 0.000
H 3.314 -2.007 -2.606 0.000
H 0.795 -2.503 0.689 0.000
H 1.548 -3.531 -0.702 0.000
H 0.695 -1.367 -2.463 0.000
H -0.539 -2.740 -1.823 0.000
H -0.560 0.102 -1.304 0.000
H -1.661 -1.081 -0.829 0.000
H 4.405 -3.199 1.120 0.000
H 2.427 -2.618 2.187 0.000
H 3.754 -0.742 3.017 0.001
H 1.668 0.449 -1.013 0.000
H 2.402 0.433 0.723 0.000
H 4.671 1.861 0.981 0.000
H 3.043 2.608 0.315 0.000
H 4.731 2.982 -0.588 0.000
H 2.734 2.147 -2.399 0.001
H 4.566 1.971 -2.898 0.003
H 3.266 0.534 -3.236 0.000
C -5.409 -1.058 1.053 0.000
C -5.788 0.340 1.468 0.000
C -4.690 1.167 0.836 0.000
O -4.282 0.477 -0.354 0.000
C -4.858 -0.836 -0.339 0.000
H -6.243 -1.764 1.074 0.000
H -4.619 -1.440 1.711 0.000
H -6.756 0.607 1.030 0.000
H -5.853 0.474 2.551 0.000
H -3.818 1.242 1.494 0.000
H -5.021 2.178 0.580 0.000
H -5.656 -0.859 -1.089 0.000
H -4.100 -1.575 -0.613 0.000
C 8.096 3.285 0.213 0.001
C 7.717 4.683 0.628 0.000
C 8.815 5.510 -0.004 0.000
O 9.222 4.820 -1.194 0.000
C 8.646 3.507 -1.179 0.000
H 7.262 2.579 0.234 0.000
H 8.886 2.904 0.871 0.000
H 6.748 4.951 0.190 0.000
H 7.652 4.818 1.711 0.000
H 9.686 5.585 0.654 0.000
H 8.483 6.521 -0.260 0.000
H 7.848 3.484 -1.929 0.000
H 9.405 2.768 -1.453 0.000
C -5.311 -5.252 -2.633 0.000
C -6.750 -4.835 -2.800 0.000
C -7.237 -4.797 -1.368 0.000
O -6.108 -4.448 -0.554 0.000
C -4.922 -4.542 -1.355 0.000
H -4.675 -4.984 -3.480 0.000
H -5.253 -6.337 -2.490 0.000
H -6.797 -3.831 -3.238 0.000
H -7.333 -5.511 -3.431 0.000
H -7.592 -5.780 -1.042 0.000
H -8.038 -4.068 -1.217 0.000
H -4.575 -3.523 -1.557 0.000
H -4.143 -5.072 -0.800 0.000
C -7.953 2.517 5.035 0.000
C -7.171 3.741 4.634 0.000
C -7.399 3.787 3.139 0.000
O -8.692 3.215 2.898 0.000
C -9.143 2.581 4.103 0.000
H -8.238 2.504 6.090 0.000
H -7.364 1.616 4.828 0.000
H -7.607 4.630 5.106 0.000
H -6.113 3.695 4.903 0.000
H -6.661 3.179 2.606 0.000
H -7.367 4.805 2.741 0.000
H -9.944 3.197 4.525 0.000
H -9.548 1.592 3.870 0.000
```

Output
* frontier orbital gap (alpha / beta): 0.3262 / 0.3032 Eh
* HOMO level (alpha / beta): -0.3117 / -0.3116 Ha
* relative energy (zero: lowest compared OMol25 entry of this formula, charge and spin): 507.56 kJ/mol
* 2S+1: 2
* lowest unoccupied orbital energy (alpha / beta): 0.3957 / -0.2290 eV

[3]
C27H58I2NO7 | the ωB97M-V functional and the def2-TZVPD basis

Structure (XYZ):
```
95
Properties=species:S:1:pos:R:3:mulliken_charge:R:1
C -1.239 0.220 0.315 -0.600
C -2.229 0.034 -0.842 0.603
O -2.439 -1.037 -1.259 -0.415
O -2.861 1.142 -1.390 -0.401
C -1.975 1.650 -2.410 -0.735
C -2.385 1.195 -3.833 -0.764
C -1.212 0.547 -4.639 1.485
C -0.916 1.448 -5.875 -1.211
N -0.705 0.539 -7.057 -0.050
C 0.141 -0.639 -6.734 0.278
C 1.555 -0.293 -6.279 -0.629
I 2.270 -0.693 -4.293 0.128
C 2.422 0.250 -7.106 0.487
C 3.845 0.624 -6.705 -1.436
I 1.923 0.673 -9.138 0.058
C -0.695 -1.505 -5.749 -1.148
O -1.636 -0.764 -4.968 -0.398
H -1.080 -0.733 0.816 0.049
H -1.627 1.003 0.978 0.349
H -0.303 0.605 -0.117 0.257
H -1.997 2.749 -2.373 0.434
H -0.940 1.376 -2.149 0.331
H -3.171 0.433 -3.731 0.265
H -2.842 2.042 -4.360 0.281
H -0.341 0.587 -3.972 -0.315
H -0.020 2.065 -5.742 0.261
H -1.763 2.088 -6.145 0.655
H -0.409 1.063 -7.889 0.323
H -1.639 0.168 -7.274 0.417
H 0.241 -1.242 -7.649 0.529
H 4.376 -0.238 -6.287 0.447
H 3.867 1.501 -6.048 0.354
H 4.403 0.905 -7.609 0.394
H -1.292 -2.184 -6.380 0.348
H -0.070 -2.167 -5.135 0.362
C -0.758 -4.765 3.771 -0.934
C 0.212 -4.972 2.621 -0.299
O -0.301 -5.783 1.578 -0.446
C -1.461 -5.300 0.926 -0.484
C -1.265 -3.957 0.245 -0.583
H -1.111 -5.724 4.154 0.346
H -0.275 -4.217 4.583 0.253
H -1.636 -4.194 3.460 0.260
H 1.099 -5.486 2.994 0.356
H 0.555 -4.009 2.222 0.233
H -2.304 -5.263 1.624 0.310
H -1.716 -6.046 0.172 0.367
H -1.075 -3.162 0.969 -0.066
H -2.155 -3.683 -0.323 0.400
H -0.411 -3.992 -0.435 0.274
C 3.281 -1.522 7.458 -0.860
C 2.631 -2.374 6.382 -0.399
O 1.251 -2.617 6.602 -0.426
C 0.410 -1.479 6.645 -0.406
C 0.408 -0.676 5.355 -0.892
H 3.106 -1.951 8.445 0.289
H 4.356 -1.450 7.289 0.418
H 2.877 -0.507 7.466 0.117
H 3.111 -3.354 6.369 0.366
H 2.788 -1.937 5.389 0.285
H 0.669 -0.844 7.499 0.367
H -0.600 -1.850 6.828 0.353
H 1.383 -0.224 5.160 0.247
H -0.328 0.128 5.406 0.398
H 0.170 -1.319 4.504 0.161
C -7.034 4.126 -3.584 -0.983
C -6.346 4.496 -4.887 -0.319
O -5.729 3.395 -5.538 -0.414
C -6.586 2.334 -5.928 -0.234
C -7.661 2.749 -6.916 -1.140
H -6.341 3.609 -2.917 0.205
H -7.402 5.023 -3.083 0.396
H -7.885 3.465 -3.749 0.266
H -5.547 5.208 -4.676 0.338
H -7.041 4.999 -5.566 0.310
H -7.029 1.859 -5.047 0.329
H -5.944 1.584 -6.396 0.277
H -8.370 3.448 -6.471 0.276
H -8.222 1.877 -7.255 0.397
H -7.217 3.241 -7.784 0.304
C 8.391 1.789 8.567 -1.043
C 7.739 0.935 7.494 -0.349
O 6.360 0.695 7.716 -0.361
C 5.523 1.837 7.757 -0.288
C 5.522 2.637 6.465 -1.118
H 8.218 1.361 9.556 0.298
H 9.466 1.857 8.396 0.385
H 7.991 2.805 8.575 0.264
H 8.217 -0.045 7.482 0.328
H 7.895 1.370 6.500 0.302
H 5.785 2.472 8.610 0.304
H 4.513 1.467 7.943 0.297
H 6.496 3.087 6.268 0.286
H 4.788 3.442 6.519 0.396
H 5.280 1.994 5.617 0.293
```

Output
* frontier orbital gap: 0.2688 Eh
* net charge: +1
* HOMO level: -0.3964 Ha
* 2S+1: 1
* lowest unoccupied orbital energy: -3.4711 eV

[4]
C27H58N13O21 | the ωB97M-V functional and the def2-TZVPD basis

Structure (XYZ):
```
119
Properties=species:S:1:pos:R:3:mulliken_charge:R:1
C 0.525 -1.709 -0.290 -1.381
C -0.596 -0.717 -0.111 1.894
C -0.827 -0.471 1.395 -0.837
C 0.136 0.689 1.893 -0.807
C -0.090 1.963 1.139 -0.804
C 0.184 1.726 -0.433 1.642
N -0.490 0.496 -0.838 1.168
O -0.727 0.446 -2.133 -0.274
C 1.692 1.554 -0.656 -0.380
C -0.254 2.951 -1.266 -1.495
C -2.010 -1.364 -0.587 -2.439
H 0.297 -2.488 0.421 0.656
H 1.631 -1.121 0.083 -0.656
H 0.857 -1.800 -1.300 0.719
H -0.824 -1.438 1.783 -0.214
H -1.786 -0.116 1.648 0.546
H 1.151 0.224 1.841 -0.287
H 0.141 0.937 2.874 1.135
H 0.544 2.786 1.479 0.625
H -1.129 2.429 1.318 0.153
H 1.882 1.257 -1.669 0.411
H 1.891 0.623 -0.381 -0.310
H 2.291 2.392 -0.326 -0.142
H -1.341 3.175 -1.181 0.162
H -0.131 3.032 -2.341 0.282
H 0.205 3.931 -1.071 0.271
H -2.600 -0.510 -0.882 0.115
H -2.437 -2.136 -0.041 0.535
H -1.740 -2.068 -1.299 0.608
N -1.094 -3.504 4.563 -0.051
C -0.492 -4.241 3.566 -0.954
C -1.447 -4.220 2.392 0.027
C -2.564 -3.468 2.787 -0.842
C -2.312 -2.978 4.179 -1.051
H -0.655 -3.204 5.456 0.300
H 0.535 -4.545 3.537 0.719
H -1.149 -4.731 1.382 0.372
H -3.276 -2.941 2.290 0.675
H -2.741 -2.230 4.633 0.865
N 3.282 -3.923 2.632 0.027
C 4.548 -3.957 3.255 -0.377
C 4.594 -2.678 4.098 -0.812
C 3.267 -1.922 3.823 -0.811
C 2.474 -2.858 2.996 -0.920
H 3.033 -4.653 1.932 0.342
H 5.199 -4.839 3.131 0.424
H 5.425 -2.482 4.697 0.489
H 3.082 -0.929 4.081 0.642
H 1.513 -2.676 2.607 1.033
C 5.074 -2.509 0.278 -0.686
N 4.127 -1.969 -0.716 1.043
O 3.287 -2.730 -1.133 -0.557
O 4.136 -0.781 -0.977 -0.525
H 6.034 -2.491 -0.329 0.296
H 4.591 -3.593 0.551 0.228
H 4.989 -1.837 1.133 0.170
C 3.231 6.406 -0.692 -0.808
N 3.148 4.993 -0.270 0.892
O 2.134 4.708 0.401 -0.424
O 4.261 4.515 -0.029 -0.547
H 4.049 6.354 -1.356 0.364
H 3.387 7.091 0.148 0.272
H 2.235 6.660 -1.161 0.256
C -5.948 0.953 2.296 -0.449
N -5.769 -0.249 1.423 0.670
O -6.468 -0.315 0.440 -0.492
O -4.725 -0.910 1.288 -0.331
H -5.847 1.766 1.585 0.143
H -5.194 0.806 2.938 0.185
H -6.988 0.843 2.738 0.277
C 5.483 1.250 0.811 -0.395
N 4.768 1.147 2.070 0.845
O 3.583 0.954 1.978 -0.383
O 5.350 1.033 3.105 -0.568
H 6.072 0.251 0.342 0.107
H 6.210 2.019 1.113 0.357
H 4.710 1.634 0.077 0.040
C -5.008 2.258 -1.174 -0.540
N -4.479 3.048 -0.047 0.610
O -4.669 4.323 -0.011 -0.538
O -3.622 2.466 0.607 -0.279
H -6.242 2.463 -1.276 0.312
H -4.682 1.129 -1.142 0.043
H -4.401 2.864 -2.060 0.341
C -2.458 3.136 5.599 -0.756
N -2.759 2.057 4.546 0.864
O -3.232 1.073 4.867 -0.556
O -2.517 2.368 3.419 -0.447
H -1.754 3.926 5.201 0.284
H -2.143 2.262 6.153 0.347
H -3.568 3.344 5.974 0.283
C -0.439 -0.424 -5.762 -0.322
N 0.633 0.619 -5.588 0.873
O 1.431 0.543 -4.663 -0.505
O 0.483 1.644 -6.217 -0.550
H -0.806 -0.243 -6.894 0.326
H -1.303 -0.051 -4.933 0.127
H 0.058 -1.396 -5.371 0.025
C -6.410 -2.506 -2.276 -0.557
N -5.366 -3.593 -2.000 0.915
O -5.640 -4.558 -1.305 -0.527
O -4.246 -3.212 -2.185 -0.517
H -5.789 -1.734 -2.153 0.093
H -7.315 -2.598 -1.685 0.326
H -6.653 -2.440 -3.421 0.272
C 1.502 -4.350 -3.937 -0.604
N 0.039 -4.131 -3.875 0.824
O -0.282 -3.101 -3.397 -0.373
O -0.553 -4.890 -4.667 -0.534
H 2.016 -3.715 -3.101 0.055
H 1.864 -4.057 -4.822 0.369
H 1.803 -5.379 -3.774 0.325
C 2.438 3.519 -4.826 -0.541
N 3.160 4.886 -4.796 0.789
O 3.651 5.292 -5.825 -0.456
O 3.029 5.648 -3.680 -0.528
H 3.015 2.740 -4.654 0.425
H 1.996 3.370 -5.962 0.269
H 1.634 3.709 -4.048 0.060
```

Output
* frontier orbital gap: 0.1467 Eh
* net charge: +1
* HOMO level: -0.3591 Ha
* relative energy (zero: lowest compared OMol25 entry of this formula, charge and spin): 0.00 kJ/mol
* 2S+1: 1
* lowest unoccupied orbital energy: -5.7793 eV